122
Properties=species:S:1:pos:R:3:forces:R:3:lowdin_charge:R:1 method="wB97M-V/def2-TZVPD" homo_energy_ev=-5.041 spin_multiplicity=1 energy_ha=-5224.66500 charge=-1 lumo_ha=0.0487
O -0.2003 -2.8165 -2.8634 -1.53 0.97 -0.73 -0.07
C 0.5391 -1.9051 -3.3133 2.34 -2.06 2.32 -0.63
O 1.7920 -2.0089 -3.1962 -1.39 1.92 -1.19 -0.03
C -0.2089 -0.6425 -3.9546 -0.53 -1.71 -2.54 -0.22
C 0.4217 -0.0758 -5.2745 -0.20 0.64 -0.58 -0.02
B 1.9147 0.4803 -5.2117 2.07 0.20 0.04 -0.59
O 2.2061 1.8734 -5.1329 -1.09 -1.01 0.85 0.08
O 3.0452 -0.3612 -5.2750 -1.31 0.20 0.43 0.08
N -0.6920 0.3577 -2.9491 0.76 1.52 0.24 -0.23
S -2.0749 1.2437 -3.4003 -5.11 -0.97 0.00 0.69
O -2.5792 0.9584 -4.7171 2.20 0.68 0.52 -0.23
O -3.1004 0.9152 -2.4183 2.10 1.14 0.11 -0.28
F -1.8666 2.8519 -3.2982 0.62 -2.05 -0.04 -0.16
S 0.4473 1.1876 -2.0403 4.21 2.91 -0.19 0.74
O 0.8377 2.4898 -2.5670 -2.25 -0.98 0.26 -0.25
O 1.6585 0.4893 -1.6828 -2.17 -1.29 0.04 -0.20
C -0.3729 1.5853 -0.4066 -1.49 -0.44 0.09 -0.38
F -1.2829 2.5964 -0.5007 0.94 -0.88 -0.29 0.10
F -1.0892 0.4675 0.0035 1.22 1.09 -0.15 0.07
C 0.6988 2.0313 0.6910 -0.53 0.95 0.32 -0.30
F 0.0419 2.9723 1.4757 0.77 -1.02 -0.62 0.11
F 1.7681 2.6879 0.1573 -0.85 -1.05 0.43 0.14
C 1.1264 0.8813 1.6819 -0.35 -0.11 0.70 -0.29
F 1.3817 -0.3071 1.0954 -0.23 1.27 0.42 0.18
F 0.0668 0.7264 2.5640 1.00 0.01 -1.05 0.11
C 2.3756 1.2737 2.5930 -0.68 -1.05 0.84 -0.44
F 2.4346 2.5998 2.8843 0.35 -1.14 -0.68 0.14
F 2.1974 0.6414 3.7972 0.65 0.58 -1.37 0.14
F 3.5144 0.8123 2.0266 -0.94 0.96 0.70 0.16
H -1.1611 -1.1279 -4.3146 0.81 0.58 0.76 0.15
H -0.2319 0.7392 -5.7011 0.44 -0.81 0.52 0.10
H 0.3752 -0.8992 -6.0419 0.05 0.56 0.93 0.14
H 2.7934 2.0021 -4.3615 0.20 -0.05 -0.77 0.06
H 3.5126 -0.3491 -4.4137 -0.17 0.10 -0.65 0.07
C -4.3975 1.1477 2.2673 0.15 0.04 -0.37 -0.68
O -4.7851 1.2576 3.4279 -0.26 -0.12 0.34 -0.01
N -3.1792 0.6540 1.9416 0.07 -0.06 0.33 0.18
N -5.1603 1.5134 1.2030 -0.38 0.08 0.02 0.17
H -2.8594 0.5640 0.9953 -0.04 -0.02 0.02 0.08
H -2.5779 0.3692 2.6944 -0.01 0.00 -0.10 0.10
H -6.0738 1.8862 1.3956 0.07 -0.01 -0.03 0.11
H -4.8531 1.4280 0.2499 0.03 -0.01 0.02 0.10
C 0.5303 -5.8240 -5.4611 0.00 0.14 0.32 -0.69
O 0.0349 -5.1846 -6.3828 -0.02 -0.13 -0.12 -0.01
N 0.4647 -5.4303 -4.1661 -0.47 0.24 -0.13 0.18
N 1.1981 -7.0005 -5.6527 0.24 -0.55 -0.45 0.13
H 0.8707 -5.9567 -3.4160 0.11 -0.03 -0.13 0.07
H -0.0171 -4.5656 -3.9601 0.23 0.16 0.24 0.07
H 1.2760 -7.3384 -6.5942 -0.04 0.15 0.05 0.09
H 1.6070 -7.5286 -4.8950 -0.18 0.25 -0.20 0.03
C 1.8880 -8.4571 -2.0356 0.00 0.03 0.19 -0.65
O 1.9287 -7.9451 -3.1432 0.14 -0.20 0.36 0.01
N 1.4614 -9.7343 -1.8304 -0.06 -0.32 -0.21 0.15
N 2.2646 -7.7957 -0.9096 0.19 0.28 0.02 0.16
H 1.4236 -10.1629 -0.9253 -0.02 0.03 -0.03 0.09
H 1.1726 -10.2589 -2.6366 -0.01 0.05 0.07 0.11
H 2.5855 -6.8484 -1.0162 -0.07 -0.04 0.02 0.12
H 2.2346 -8.2045 0.0049 -0.05 0.04 -0.03 0.10
C -7.9425 -1.4721 4.0826 -0.18 0.12 0.14 -0.70
O -8.9340 -2.1454 4.3122 0.07 -0.07 -0.06 0.01
N -7.2729 -1.5237 2.8928 0.23 -0.34 -0.36 0.15
N -7.4079 -0.6096 4.9855 0.25 -0.05 0.39 0.16
H -6.4558 -0.9731 2.6960 -0.06 0.08 0.02 0.08
H -7.6287 -2.1474 2.1907 -0.04 0.13 0.02 0.10
H -7.8624 -0.5335 5.8772 -0.04 0.07 -0.12 0.11
H -6.5915 -0.0540 4.7981 -0.06 0.04 -0.11 0.07
C 5.7269 1.2191 -3.4524 0.25 0.22 -0.07 -0.65
O 4.5156 1.0669 -3.4918 0.01 0.10 0.40 0.03
N 6.6011 0.2178 -3.7455 -0.05 -0.42 -0.06 0.17
N 6.3081 2.3992 -3.1106 -0.24 0.13 -0.19 0.16
H 7.5963 0.3308 -3.7157 -0.05 0.02 0.01 0.09
H 6.2130 -0.6732 -4.0035 0.03 0.07 -0.02 0.11
H 5.6992 3.1649 -2.8848 0.12 -0.03 0.05 0.11
H 7.3005 2.5339 -3.0720 -0.06 0.03 0.22 0.09
C -2.0671 1.1197 -8.6096 0.20 -0.08 0.13 -0.69
O -0.9203 0.7846 -8.3867 -0.04 0.04 -0.07 0.04
N -2.5694 2.3302 -8.2290 0.01 0.40 0.04 0.15
N -2.9579 0.3154 -9.2604 -0.12 -0.27 -0.26 0.14
H -3.5134 2.6153 -8.4070 0.03 -0.03 0.06 0.09
H -1.9488 2.9544 -7.7452 -0.05 -0.09 0.01 0.10
H -2.6312 -0.5866 -9.5581 -0.02 0.06 0.08 0.10
H -3.9054 0.5819 -9.4482 0.03 -0.03 0.04 0.09
C -4.1937 -5.1439 3.7847 0.06 -0.09 -0.08 -0.70
O -3.3801 -6.0399 3.6392 -0.03 0.02 0.06 0.02
N -5.1733 -4.8797 2.8757 -0.20 -0.04 -0.28 0.15
N -4.1991 -4.3210 4.8732 0.12 0.14 0.33 0.15
H -5.8462 -4.1434 2.9900 0.02 -0.01 0.02 0.08
H -5.2110 -5.4587 2.0562 0.03 0.06 0.06 0.10
H -3.4952 -4.4768 5.5716 -0.05 0.01 -0.07 0.10
H -4.8648 -3.5813 5.0012 0.01 -0.03 -0.01 0.09
C 3.5412 2.4158 7.1611 -0.10 0.05 0.13 -0.69
O 3.1949 2.5197 8.3248 0.04 -0.01 -0.04 0.02
N 4.7644 1.9351 6.7959 0.31 -0.16 0.07 0.15
N 2.7391 2.7701 6.1177 -0.24 0.16 -0.06 0.16
H 5.0585 1.8463 5.8420 0.00 0.02 0.04 0.09
H 5.3902 1.6613 7.5318 -0.05 0.03 -0.07 0.10
H 1.8281 3.1296 6.3388 0.07 -0.05 -0.02 0.11
H 3.0154 2.6884 5.1584 -0.03 0.04 0.04 0.06
C 7.0223 2.7629 0.6350 0.10 0.00 0.02 -0.68
O 7.4758 3.1857 -0.4160 0.05 0.04 0.05 0.01
N 5.8923 1.9988 0.6977 -0.24 0.07 -0.24 0.16
N 7.6014 3.0163 1.8406 0.28 -0.10 -0.02 0.16
H 5.5133 1.6464 1.5547 0.07 -0.08 -0.06 0.06
H 5.4291 1.7868 -0.1707 0.00 -0.05 0.06 0.10
H 8.4341 3.5772 1.8431 -0.14 0.06 0.07 0.11
H 7.2370 2.6763 2.7098 0.02 0.15 0.01 0.09
C -8.0974 2.9539 5.6104 0.07 -0.12 -0.20 -0.70
O -8.7387 2.4690 4.6966 -0.14 0.11 0.05 0.02
N -8.6666 3.6973 6.6059 -0.31 0.16 0.19 0.14
N -6.7504 2.7919 5.7171 0.30 -0.23 -0.06 0.16
H -8.1437 4.0983 7.3611 -0.02 -0.02 -0.03 0.09
H -9.6596 3.8397 6.5640 0.08 -0.02 0.00 0.10
H -6.2964 2.2465 5.0012 0.16 0.15 -0.08 0.06
H -6.2025 3.1820 6.4604 -0.01 -0.01 -0.04 0.09
C 5.2608 5.7617 3.5085 0.11 -0.02 -0.01 -0.69
O 6.4153 5.4169 3.6961 -0.06 -0.03 0.09 0.01
N 4.7809 6.9759 3.9003 0.05 0.29 0.14 0.15
N 4.3445 4.9636 2.8904 -0.08 -0.31 0.01 0.16
H 3.8336 7.2679 3.7506 0.04 0.00 0.00 0.09
H 5.4211 7.5974 4.3606 -0.06 -0.05 -0.04 0.10
H 4.6547 4.0589 2.5836 -0.02 0.13 -0.15 0.08
H 3.3927 5.2366 2.7318 0.03 -0.03 -0.05 0.09